No. 1
Formula: C22H24BrN3O3
Source: OMol25
Level of theory: ωB97M-V/def2-TZVPD

The geometry in XYZ format:
```
53
Properties=species:S:1:pos:R:3:forces:R:3
O 0.015854 -3.442414 1.695635 -0.23 -0.09 0.11
C 0.682672 -2.538231 1.245713 -0.19 0.35 0.10
C 0.168703 -1.129622 1.019779 -0.31 -0.33 0.12
N 0.392911 -0.757370 -0.353384 0.38 0.13 0.11
C -0.365875 -1.138169 -1.421073 0.02 -0.15 0.03
O -0.096880 -0.742969 -2.541610 -0.15 -0.01 -0.31
C -1.528952 -2.072865 -1.186384 -0.35 0.19 -0.17
C -2.839118 -1.481398 -1.762653 0.15 -0.15 -0.08
N -3.448880 -0.401315 -1.030580 -0.11 0.06 0.09
C -3.945647 -0.736508 0.288123 -0.20 0.30 0.02
C -4.815841 0.421236 0.782191 -0.03 -0.38 0.09
O -4.086951 1.625986 0.824168 0.05 0.05 0.15
C -3.582621 1.943422 -0.452642 0.31 -0.01 -0.25
C -2.683143 0.826860 -0.984363 -0.28 0.29 0.12
C 1.585182 0.036030 -0.593421 -0.11 0.20 -0.36
C 1.386160 1.414989 0.006955 0.05 0.02 0.04
C 0.581033 2.320708 -0.674382 0.05 -0.01 0.02
C 0.301769 3.559492 -0.127776 -0.05 0.02 -0.05
C 0.826661 3.908056 1.105770 0.01 0.06 0.07
C 1.634694 3.014552 1.786352 -0.02 0.05 0.10
C 1.911334 1.771227 1.242673 0.00 0.02 -0.08
C 2.863876 -0.629074 -0.139841 0.06 -0.23 0.05
C 4.017556 0.095036 -0.439902 0.27 -0.17 0.08
C 5.273197 -0.387324 -0.141724 0.07 0.17 -0.11
Br 6.807444 0.655006 -0.560180 -0.15 -0.11 0.04
C 5.424114 -1.630930 0.451053 -0.06 0.07 -0.08
C 4.292589 -2.354647 0.748137 -0.04 0.08 -0.01
C 3.001972 -1.876289 0.481799 0.35 0.46 -0.14
N 1.970870 -2.744837 0.858830 0.27 -0.70 -0.04
H 0.718285 -0.432109 1.658881 -0.10 -0.05 -0.03
H -0.886450 -1.073202 1.298151 0.20 -0.06 0.02
H -1.309386 -2.974478 -1.762808 0.08 -0.01 0.07
H -1.659828 -2.364495 -0.148842 0.03 -0.08 0.05
H -3.579044 -2.283498 -1.829570 0.08 -0.01 -0.06
H -2.627038 -1.118278 -2.771863 -0.03 -0.13 0.02
H -3.133366 -0.896260 1.019870 -0.04 -0.05 -0.01
H -4.543901 -1.647332 0.224090 0.00 -0.03 0.05
H -5.680103 0.531609 0.110592 0.04 -0.04 0.06
H -5.164963 0.238618 1.799916 -0.02 -0.03 -0.07
H -4.415707 2.101023 -1.153436 0.08 0.01 0.02
H -3.019182 2.870712 -0.336625 -0.02 -0.02 -0.07
H -1.803462 0.746962 -0.322928 -0.01 0.05 -0.04
H -2.343673 1.070213 -1.992256 0.08 0.03 -0.01
H 1.634867 0.139298 -1.687244 0.02 -0.01 0.34
H 0.177113 2.046012 -1.637452 -0.06 -0.06 -0.14
H -0.323823 4.255160 -0.666761 -0.05 0.08 -0.05
H 0.609060 4.874682 1.534121 -0.01 0.09 0.03
H 2.051056 3.282087 2.746082 0.03 0.03 0.08
H 2.554499 1.086703 1.779560 0.05 -0.04 0.01
H 3.911604 1.055738 -0.920983 0.02 0.10 -0.04
H 6.404041 -2.021345 0.674172 0.07 -0.04 0.02
H 4.399587 -3.325451 1.210395 0.00 -0.09 0.08
H 2.285114 -3.691033 1.047668 -0.20 0.16 -0.01
```
Positions in Å, forces in eV/Å.

Properties
- Maximum force: 0.8 eV/A
- Energy: -103859.621 eV
- HOMO energy: -8.56 eV
- Energy above the lowest of the compared OMol25 structures with the same formula, charge and spin: 0.0 kcal/mol
- Frontier orbital gap: 9.2 eV

Partial charges, Löwdin, in e: 0.084 -0.443 -0.036 0.001 -0.447 0.061 -0.055 -0.170 -0.167 -0.162 -0.195 -0.128 -0.187 -0.163 -0.187 -0.179 -0.028 -0.074 -0.082 -0.070 -0.043 -0.094 -0.078 -0.673 0.734 -0.119 -0.014 -0.156 0.146 0.136 0.122 0.135 0.093 0.122 0.123 0.116 0.129 0.127 0.125 0.128 0.119 0.114 0.132 0.158 0.117 0.105 0.103 0.105 0.118 0.123 0.104 0.116 0.154

=====

No. 2
Formula: C6H10O
Source: OMol25
Level of theory: ωB97M-V/def2-TZVPD

The geometry in XYZ format:
```
17
Properties=species:S:1:pos:R:3:forces:R:3
O -1.713587 0.102717 1.610102 -0.10 -0.26 0.24
C -1.240260 -0.366659 0.348819 0.22 -0.03 -0.33
C -0.098485 -1.346839 0.511043 0.16 -0.03 -0.10
C 1.125685 -1.160126 0.017786 -0.16 0.02 0.01
C 1.516423 0.093419 -0.721435 0.00 0.07 0.00
C 0.619512 1.258585 -0.302370 -0.02 0.05 0.01
C -0.852510 0.875649 -0.460194 -0.01 -0.03 -0.03
H -1.958018 -0.665385 2.142389 0.06 0.17 -0.01
H -2.059039 -0.889411 -0.177532 0.12 0.14 0.16
H -0.323886 -2.273253 1.041875 0.01 0.15 -0.04
H 1.887792 -1.929898 0.146186 -0.19 0.11 -0.02
H 1.425314 -0.074997 -1.806465 0.03 0.01 0.17
H 2.571769 0.328397 -0.540425 -0.15 -0.05 0.02
H 0.827383 1.522441 0.742111 -0.05 -0.09 -0.12
H 0.837642 2.147642 -0.904246 -0.02 -0.12 0.06
H -1.507035 1.688881 -0.124812 0.10 -0.13 -0.16
H -1.058699 0.688839 -1.522833 0.02 0.04 0.15
```
Positions in Å, forces in eV/Å.

Properties
- Maximum force: 0.4 eV/A
- Energy: -8431.171 eV
- HOMO energy: -9.52 eV
- Energy above the lowest of the compared OMol25 structures with the same formula, charge and spin: 1.6 kcal/mol
- Frontier orbital gap: 10.5 eV

Partial charges, Löwdin, in e: -0.040 -0.387 -0.056 -0.091 -0.203 -0.200 -0.149 0.089 0.140 0.104 0.101 0.117 0.108 0.121 0.108 0.118 0.120

=====

No. 3
Formula: C23H29N3S5Se2TaTe2
Source: OMol25
Level of theory: ωB97M-V/def2-TZVPD

The geometry in XYZ format:
```
65
Properties=species:S:1:pos:R:3:forces:R:3
Ta -1.226323 -0.356353 0.320404 0.98 -0.45 -0.37
C -3.169975 2.806452 0.069232 0.11 0.21 -0.04
N -1.749042 2.568174 -0.207420 -0.12 -0.14 -0.13
C -1.378699 3.258681 -1.450726 -0.07 -0.09 0.08
C -0.872184 3.018507 0.834582 -0.13 0.03 -0.08
C -1.112303 4.232195 1.463052 0.01 0.08 0.04
C -0.345957 4.655607 2.535003 0.02 -0.06 -0.02
C 0.645744 3.807485 2.995191 0.00 -0.09 -0.04
C 0.890019 2.599287 2.354673 0.05 0.14 0.04
C 0.202875 2.199115 1.200366 0.24 -0.43 -0.02
N 0.411727 0.961941 0.484025 0.43 0.16 0.15
C 1.765231 0.500666 0.236255 -0.34 0.29 0.38
C 2.850844 0.665430 1.105682 0.04 0.03 -0.04
C 4.130768 0.203390 0.817649 -0.04 -0.01 0.04
C 4.388126 -0.470092 -0.359519 -0.03 0.03 0.03
C 3.332568 -0.656331 -1.236679 0.00 -0.09 0.01
C 2.053642 -0.203489 -0.946030 -0.07 -0.04 -0.09
N 0.997208 -0.402609 -1.876075 -0.28 -0.08 -0.15
C 1.030616 -1.657615 -2.620059 0.03 0.15 -0.01
C 0.981338 0.714886 -2.818489 0.02 -0.03 0.01
H -3.757718 2.248649 -0.657787 -0.01 0.02 -0.05
H -3.422108 3.872644 -0.025710 -0.05 -0.06 0.03
H -3.417088 2.452142 1.067149 0.02 0.01 0.03
H -1.551937 4.336383 -1.335307 0.01 0.05 -0.05
H -1.971940 2.889439 -2.282317 -0.06 -0.06 -0.04
H -0.326988 3.100266 -1.660519 0.10 -0.04 -0.02
H -1.939169 4.841840 1.118040 0.04 -0.04 0.03
H -0.557694 5.596283 3.029194 0.02 -0.04 -0.02
H 1.209934 4.049150 3.890387 -0.05 -0.02 -0.09
H 1.566543 1.928675 2.841475 -0.01 -0.02 0.07
H 2.728939 1.138767 2.054967 0.04 -0.01 0.03
H 4.915811 0.354997 1.551442 -0.06 0.00 -0.05
H 5.376210 -0.849948 -0.590192 -0.04 0.02 0.01
H 3.492905 -1.182151 -2.169847 0.00 0.02 0.03
H 1.172563 -2.498153 -1.948055 0.02 -0.04 0.07
H 0.071205 -1.781957 -3.122011 -0.03 0.01 -0.01
H 1.821924 -1.655909 -3.384743 -0.03 -0.06 0.00
H 1.864367 0.666021 -3.472411 0.01 0.03 -0.03
H 1.015667 1.652420 -2.271960 -0.04 0.06 0.06
H 0.075262 0.684408 -3.419946 -0.01 -0.02 -0.01
Se -3.769824 -0.407675 0.462831 -0.94 -0.08 0.16
Te -4.025765 -2.253872 2.097458 -0.09 -0.07 0.01
Te -2.754329 -1.082094 4.245909 0.01 0.06 0.03
Se -1.681860 0.708620 2.896569 0.04 -0.12 -0.18
S -4.954259 -3.826601 -5.269579 0.00 0.03 0.08
C -4.067080 -3.054945 -4.107927 0.12 -0.06 -0.09
S -3.813500 -1.355348 -4.067876 -0.08 0.26 -0.06
C -2.784512 -1.285930 -2.661147 -0.03 0.25 -0.15
C -2.521373 -2.457776 -2.075263 0.00 -0.31 0.14
S -1.515967 -2.644574 -0.666047 0.24 0.48 0.06
S -3.251878 -3.855660 -2.821521 -0.01 -0.23 0.12
S -2.165783 0.223767 -2.091257 0.22 0.09 0.38
C 0.867278 -4.199875 1.006462 -0.09 -0.12 0.08
C 1.189144 -2.723383 1.231098 -0.18 0.08 0.38
C 2.203084 -2.642903 2.381524 0.03 -0.03 0.04
C -0.045770 -1.847316 1.603699 0.16 0.18 -0.65
H 1.785110 -4.762116 0.797521 -0.05 0.05 0.02
H 0.172626 -4.368981 0.185672 0.06 0.02 0.05
H 0.420570 -4.619736 1.916658 0.01 0.01 -0.09
H 1.686740 -2.348860 0.340873 0.02 0.13 -0.19
H 1.746564 -3.020679 3.305053 0.04 0.03 -0.09
H 2.519600 -1.614421 2.560843 -0.01 -0.03 -0.01
H 3.096546 -3.245007 2.173639 -0.09 0.06 0.00
H 0.267503 -1.126045 2.359870 0.05 -0.02 0.07
H -0.795776 -2.477881 2.081970 -0.14 -0.06 0.11
```
Positions in Å, forces in eV/Å.

Properties
- Total charge: -1
- Maximum force: 1.1 eV/A
- Energy: -229803.562 eV
- HOMO energy: -4.19 eV
- Energy above the lowest of the compared OMol25 structures with the same formula, charge and spin: 10.2 kcal/mol
- Frontier orbital gap: 6.0 eV

Partial charges, Löwdin, in e: 1.039 -0.160 -0.255 -0.100 -0.296 -0.037 -0.087 -0.090 -0.090 -0.317 -0.117 -0.187 -0.035 -0.095 -0.090 -0.033 -0.248 -0.237 -0.106 -0.104 0.040 0.080 0.041 0.090 0.050 0.071 0.108 0.098 0.103 0.082 0.072 0.102 0.098 0.106 0.073 0.073 0.081 0.093 0.070 0.044 -0.102 0.188 0.137 -0.037 0.464 -1.529 0.903 -1.153 -1.120 0.540 0.906 0.529 -0.117 -0.494 -0.090 -0.395 0.072 0.010 0.083 0.086 0.083 0.056 0.074 -0.016 -0.010

=====

- Which of these has the lowest energy above the lowest of the compared OMol25 structures with the same formula, charge and spin?
  C22H24BrN3O3

=====

- What is the frontier orbital gap in the second record?
  10.5 eV